{"formula": "C54H50Cl5Ge2MgS4", "method": "ωB97M-V with the def2-TZVPD basis set", "elements": ["Mg", "C", "C", "C", "C", "C", "C", "C", "C", "C", "C", "C", "C", "C", "C", "C", "Ge", "S", "S", "Ge", "S", "S", "C", "C", "C", "C", "C", "C", "C", "C", "C", "C", "C", "C", "C", "C", "C", "C", "C", "C", "C", "C", "C", "C", "C", "C", "C", "C", "C", "C", "C", "C", "C", "C", "C", "H", "H", "H", "H", "H", "H", "H", "H", "H", "H", "H", "H", "H", "H", "H", "H", "H", "H", "H", "H", "H", "H", "H", "H", "H", "H", "H", "H", "H", "H", "H", "H", "H", "H", "H", "H", "H", "H", "H", "H", "H", "H", "H", "H", "H", "H", "H", "H", "H", "H", "Cl", "C", "C", "C", "Cl", "C", "Cl", "C", "Cl", "C", "Cl"], "coordinates": [[-1.2973, -2.0513, 1.6929], [-6.2061, -2.9282, 1.2128], [-5.6294, -1.6012, 0.7891], [-5.6505, -0.5002, 1.6341], [-5.0686, 0.7072, 1.2742], [-5.0061, 1.8346, 2.2698], [-4.4483, 0.8193, 0.0248], [-4.4981, -0.2480, -0.8788], [-3.9811, -0.1302, -2.2935], [-5.0660, -1.4509, -0.4704], [-3.7689, 2.0974, -0.3644], [-4.6120, 3.1340, -0.7534], [-4.1031, 4.3229, -1.2411], [-2.7372, 4.4550, -1.3896], [-1.8596, 3.4326, -1.0183], [-2.3622, 2.2559, -0.4341], [-1.2158, 0.8789, 0.4704], [-2.1828, 0.1199, 2.2380], [0.9252, 1.4337, 0.9643], [1.3890, -0.7543, 0.5318], [1.1024, -2.2793, 2.0340], [-0.5009, -0.9181, -0.7914], [3.2478, -0.9168, -0.1546], [4.2992, -0.2197, 0.4516], [5.6080, -0.4290, 0.0137], [5.8883, -1.3134, -1.0116], [4.8534, -2.0271, -1.5946], [3.5411, -1.8514, -1.1666], [2.4814, -2.7022, -1.7978], [1.7828, -2.2662, -2.9223], [2.0671, -0.9381, -3.5741], [0.8001, -3.0888, -3.4725], [0.5029, -4.3267, -2.9325], [-0.5836, -5.1950, -3.5118], [1.2376, -4.7610, -1.8315], [2.2329, -3.9808, -1.2654], [3.0499, -4.5106, -0.1184], [4.1127, 0.7352, 1.5886], [4.1013, 2.1088, 1.3429], [4.2517, 2.6732, -0.0439], [3.9388, 2.9899, 2.4084], [3.7958, 2.5359, 3.7098], [3.5657, 3.4931, 4.8500], [3.8672, 1.1668, 3.9394], [4.0356, 0.2576, 2.9038], [4.1690, -1.2116, 3.2082], [-0.4431, 3.7096, -1.4201], [0.0255, 3.2002, -2.6296], [-0.7612, 2.1958, -3.4302], [1.2385, 3.6683, -3.1386], [1.9617, 4.6604, -2.5015], [3.2233, 5.2211, -3.1066], [1.4882, 5.1377, -1.2812], [0.3112, 4.6672, -0.7217], [-0.1469, 5.1745, 0.6213], [-6.6717, -2.8620, 2.1967], [-5.4240, -3.6894, 1.2599], [-6.9581, -3.2736, 0.5003], [-6.0878, -0.5975, 2.6231], [-5.4634, 1.5360, 3.2135], [-5.5090, 2.7343, 1.9110], [-3.9623, 2.0918, 2.4658], [-4.0135, 0.8988, -2.6513], [-4.5833, -0.7455, -2.9640], [-2.9515, -0.4770, -2.3762], [-5.0704, -2.2921, -1.1578], [-5.6826, 2.9775, -0.6930], [-4.7680, 5.1233, -1.5444], [-2.3212, 5.3544, -1.8288], [6.4078, 0.1178, 0.5011], [6.9096, -1.4537, -1.3465], [5.0533, -2.7378, -2.3886], [2.7591, -0.3327, -2.9913], [1.1429, -0.3763, -3.6964], [2.4984, -1.0871, -4.5679], [0.2445, -2.7354, -4.3366], [-0.9724, -4.7739, -4.4395], [-1.4137, -5.2941, -2.8091], [-0.2100, -6.1996, -3.7202], [1.0239, -5.7357, -1.4027], [2.6846, -5.4905, 0.1896], [2.9916, -3.8430, 0.7422], [4.1018, -4.6034, -0.4007], [4.0788, 1.9291, -0.8186], [5.2577, 3.0814, -0.1832], [3.5333, 3.4764, -0.1868], [3.9014, 4.0568, 2.2052], [3.7113, 4.5256, 4.5314], [4.2468, 3.2902, 5.6788], [2.5466, 3.3997, 5.2320], [3.7870, 0.7922, 4.9561], [4.3798, -1.3622, 4.2674], [4.9747, -1.6612, 2.6250], [3.2513, -1.7551, 2.9679], [-1.8144, 2.1885, -3.1564], [-0.3787, 1.1908, -3.2538], [-0.6831, 2.4092, -4.4981], [1.5979, 3.2726, -4.0846], [3.4304, 4.7616, -4.0734], [4.0862, 5.0505, -2.4602], [3.1341, 6.2997, -3.2560], [2.0525, 5.9019, -0.7528], [0.5747, 5.8809, 1.0332], [-0.2451, 4.3437, 1.3246], [-1.1194, 5.6647, 0.5609], [-1.7010, -2.6079, 4.6894], [-2.4664, -3.8541, 3.7384], [-2.3974, -3.7247, 2.3569], [-2.9990, -4.7335, 1.6235], [-2.9413, -4.6165, -0.1207], [-3.6494, -5.8181, 2.2049], [-4.3863, -7.0418, 1.2310], [-3.7036, -5.9039, 3.5954], [-4.5124, -7.2299, 4.3492], [-3.1050, -4.9145, 4.3746], [-3.1631, -5.0126, 6.0985]], "lowdin_charge": [0.04, -0.04, -0.26, -0.02, -0.28, -0.07, -0.18, -0.21, -0.03, -0.02, -0.21, -0.04, -0.06, -0.04, -0.21, -0.18, 0.05, 0.25, 0.29, 0.08, 0.22, 0.23, -0.20, -0.22, -0.04, -0.07, -0.04, -0.22, -0.16, -0.25, -0.03, -0.03, -0.27, -0.05, 0.00, -0.21, -0.04, -0.18, -0.26, -0.03, -0.03, -0.27, -0.06, -0.01, -0.20, -0.05, -0.15, -0.19, -0.02, -0.01, -0.28, -0.05, -0.03, -0.23, -0.03, 0.08, 0.05, 0.08, 0.11, 0.08, 0.07, 0.04, 0.07, 0.08, 0.05, 0.11, 0.12, 0.10, 0.12, 0.12, 0.10, 0.12, 0.08, 0.06, 0.09, 0.12, 0.07, 0.06, 0.08, 0.12, 0.08, 0.03, 0.08, 0.08, 0.09, 0.06, 0.12, 0.07, 0.07, 0.08, 0.12, 0.08, 0.08, -0.03, 0.07, 0.05, 0.08, 0.12, 0.07, 0.07, 0.08, 0.12, 0.07, 0.07, 0.08, 0.67, -0.69, -0.24, -0.72, 0.66, -0.72, 0.65, -0.71, 0.65, -0.70, 0.65], "homo_ha": -0.19447, "orbital_gap_ha": 0.2797, "de_lowest_kcal_mol": 20.8, "total_charge": -1}



{"formula": "C31H57ClO3P2RuSSi2", "method": "ωB97M-V with the def2-TZVPD basis set", "elements": ["Ru", "C", "C", "C", "Si", "C", "C", "Si", "H", "H", "H", "Cl", "C", "C", "C", "C", "H", "H", "H", "H", "H", "H", "H", "H", "H", "H", "H", "H", "C", "C", "P", "H", "H", "P", "H", "H", "C", "C", "C", "C", "C", "H", "C", "H", "H", "H", "H", "H", "H", "H", "C", "C", "H", "H", "H", "H", "H", "H", "H", "C", "C", "H", "H", "H", "H", "H", "H", "C", "C", "H", "H", "H", "H", "H", "H", "H", "C", "H", "H", "H", "C", "C", "C", "C", "C", "C", "C", "S", "O", "O", "O", "H", "H", "H", "H", "H", "H", "H"], "coordinates": [[-0.5276, -0.1579, -0.9333], [1.7718, -0.3054, -2.7167], [0.9676, -1.4594, -2.6548], [-0.4112, -1.0295, -2.8688], [1.6019, -3.1470, -2.1475], [-0.4032, 0.4062, -2.9831], [0.9797, 0.8522, -2.8289], [1.6291, 2.5915, -2.5734], [2.8637, -0.3060, -2.6818], [-1.2547, -1.6612, -3.1190], [-1.2409, 1.0019, -3.3252], [-4.0982, 0.0807, 1.5808], [3.4830, 2.5810, -2.3808], [1.1045, 3.6643, -4.0102], [3.4478, -3.0750, -1.8979], [1.1044, -4.4238, -3.4164], [1.7230, 3.3837, -4.8760], [1.2851, 4.7245, -3.7834], [0.0500, 3.5310, -4.2830], [3.7722, 2.0206, -1.4794], [3.8493, 3.6142, -2.3002], [3.9480, 2.1121, -3.2589], [1.6855, -4.2443, -4.3331], [0.0371, -4.3754, -3.6694], [1.3386, -5.4338, -3.0506], [3.9325, -2.6724, -2.7977], [3.8322, -4.0875, -1.7119], [3.6900, -2.4342, -1.0359], [0.8358, 3.1182, -0.9370], [0.7803, -3.4465, -0.4748], [-0.8045, 2.3712, -0.6473], [0.8063, 4.2186, -0.9038], [1.5063, 2.7697, -0.1327], [-0.8089, -2.5761, -0.2612], [1.4803, -3.0717, 0.2916], [0.6661, -4.5326, -0.3337], [-1.3526, -3.0239, 1.4657], [-1.9794, -3.6057, -1.3286], [-1.9116, 3.2414, -1.9091], [-1.4040, 3.1235, 0.9484], [-1.3172, 2.1361, 2.1049], [-2.4732, 3.3247, 0.7673], [-0.6841, 4.4183, 1.3291], [0.3833, 4.2256, 1.4931], [-1.1101, 4.7872, 2.2709], [-0.7907, 5.2133, 0.5848], [-2.0571, 1.3293, 1.9693], [-1.5604, 2.6440, 3.0490], [-0.3136, 1.6934, 2.1853], [-1.5035, 2.9259, -2.8815], [-1.8342, 4.7666, -1.8158], [-3.3837, 2.8098, -1.8327], [-0.8232, 5.1656, -1.9516], [-2.2411, 5.1225, -0.8611], [-2.4606, 5.1907, -2.6133], [-3.5475, 1.7975, -2.2128], [-3.9891, 3.4927, -2.4446], [-3.7645, 2.8523, -0.8043], [-1.5867, -3.4692, -2.3488], [-3.4364, -3.1258, -1.2935], [-1.9471, -5.0957, -0.9800], [-0.9639, -5.5592, -1.1075], [-2.6412, -5.6156, -1.6548], [-2.2990, -5.2690, 0.0447], [-3.5862, -2.1809, -1.8218], [-3.7944, -2.9990, -0.2634], [-4.0696, -3.8788, -1.7823], [-1.2468, -1.8333, 2.4073], [-0.5923, -4.2130, 2.0601], [-2.4216, -3.2736, 1.3506], [0.4715, -3.9650, 2.1634], [-0.6913, -5.1332, 1.4752], [-0.9973, -4.4103, 3.0611], [-0.2459, -1.3754, 2.3630], [-1.4381, -2.1593, 3.4388], [-2.0021, -1.0714, 2.1524], [-2.5068, -0.1073, -0.8435], [-3.0611, -0.2025, -1.7866], [-2.8260, -0.9102, -0.1621], [-2.8238, 0.8216, -0.3483], [1.9099, 1.3088, 7.0298], [2.1427, 0.9504, 5.5940], [2.2423, -0.3910, 5.2045], [2.4084, -0.7386, 3.8639], [2.4593, 0.2721, 2.8929], [2.4601, 1.6155, 3.2822], [2.2909, 1.9459, 4.6225], [2.3828, -0.1437, 1.1675], [3.2144, 0.7965, 0.4347], [2.7269, -1.5546, 1.0805], [0.9056, 0.0914, 0.9298], [0.9480, 0.9104, 7.3720], [2.6837, 0.8961, 7.6853], [1.8954, 2.3954, 7.1581], [2.1848, -1.1645, 5.9737], [2.4850, -1.7808, 3.5547], [2.5898, 2.3907, 2.5275], [2.2714, 2.9930, 4.9253]], "lowdin_spin": [2.68, 0.13, 0.25, 0.05, 0.03, 0.05, 0.25, 0.03, 0.00, 0.01, 0.01, 0.02, 0.00, 0.01, 0.00, 0.01, 0.00, 0.00, 0.00, 0.00, 0.00, 0.00, 0.00, 0.00, 0.00, 0.00, 0.00, 0.00, 0.01, 0.01, 0.08, 0.00, 0.00, 0.08, 0.00, 0.00, 0.02, 0.01, 0.01, 0.02, 0.00, 0.00, 0.01, 0.00, 0.00, 0.00, 0.00, 0.00, 0.00, 0.00, 0.00, 0.00, 0.00, 0.00, 0.00, 0.00, 0.00, 0.00, 0.00, 0.00, 0.00, 0.00, 0.00, 0.00, 0.00, 0.00, 0.00, 0.00, 0.01, 0.00, 0.00, 0.00, 0.00, 0.00, 0.00, 0.00, 0.02, 0.01, 0.02, 0.02, 0.00, 0.00, 0.00, 0.00, 0.00, 0.00, 0.00, 0.01, 0.00, 0.00, 0.09, 0.00, 0.00, 0.00, 0.00, 0.00, 0.00, 0.00], "homo_ha": [-0.27292, -0.27438], "orbital_gap_ha": [0.2640, 0.1838], "s2": 6.039, "spin_multiplicity": 5}



{"formula": "C5H7NO3", "method": "ωB97M-V with the def2-TZVPD basis set", "elements": ["C", "C", "C", "C", "C", "O", "N", "O", "O", "H", "H", "H", "H", "H", "H", "H"], "coordinates": [[0.9554, 1.3301, 1.1817], [-0.7289, -1.7361, -0.6731], [-0.3442, 0.8667, -0.9872], [0.6755, 0.4685, -0.0297], [-0.6390, -0.3672, -0.0510], [1.7759, -0.2134, -0.5590], [-1.5798, 0.0590, 0.8794], [-2.5470, -0.6656, 1.0925], [-0.7719, 1.4439, -1.9236], [2.4069, 0.4238, -0.9190], [1.3660, 0.7097, 1.9742], [0.0390, 1.7961, 1.5276], [1.6761, 2.1072, 0.9254], [-0.7564, -2.4793, 0.1253], [0.1258, -1.9210, -1.3204], [-1.6534, -1.8225, -1.2431]], "nbo_charge": [-0.63, -0.64, 0.64, 0.16, -0.10, -0.68, 0.10, -0.32, -0.43, 0.49, 0.23, 0.25, 0.22, 0.23, 0.24, 0.23], "homo_ha": [-0.33319, -0.33316], "orbital_gap_ha": [0.3313, 0.3313], "de_lowest_kcal_mol": 124.9}



{"formula": "C6H12O", "method": "ωB97M-V with the def2-TZVPD basis set", "elements": ["C", "C", "C", "O", "C", "C", "C", "H", "H", "H", "H", "H", "H", "H", "H", "H", "H", "H", "H"], "coordinates": [[-1.7213, 0.7688, -0.4068], [-0.7884, -0.2643, 0.1803], [-0.2991, -1.3353, -0.4688], [1.0503, -1.4553, -0.3868], [1.5253, -0.2801, 0.3376], [2.0790, 0.7959, -0.5916], [0.3034, 0.1839, 1.1203], [-2.5320, 0.3373, -1.0018], [-1.0710, 1.3300, -1.1015], [-2.1264, 1.4812, 0.3177], [-2.3609, -1.3206, 0.3989], [-0.8011, -2.1603, -0.9765], [-2.8340, -1.6069, -0.0348], [2.3070, -0.6894, 0.9680], [2.8718, 0.3872, -1.2208], [2.5056, 1.6039, 0.0171], [1.3069, 1.2368, -1.2361], [0.2629, 1.2582, 1.3076], [0.2414, -0.3292, 2.0942]], "nbo_charge": [-0.62, -0.15, 0.16, -0.50, 0.10, -0.63, -0.45, 0.22, 0.21, 0.21, 0.03, 0.20, -0.05, 0.19, 0.22, 0.22, 0.21, 0.21, 0.21], "homo_ha": -0.28473, "orbital_gap_ha": 0.3230, "de_lowest_kcal_mol": 71.4}



{"formula": "C21H48CaNO2P2", "method": "ωB97M-V with the def2-TZVPD basis set", "elements": ["Ca", "P", "P", "N", "C", "H", "H", "C", "H", "H", "C", "H", "H", "C", "H", "H", "C", "C", "H", "H", "H", "C", "C", "H", "H", "H", "C", "C", "H", "H", "H", "C", "C", "H", "H", "H", "C", "C", "H", "H", "H", "C", "H", "H", "H", "C", "H", "H", "H", "C", "H", "H", "H", "H", "H", "H", "H", "O", "H", "H", "C", "C", "O", "C", "C", "H", "H", "H", "H", "H", "H", "H", "H", "H", "H"], "coordinates": [[0.0833, 0.4307, -0.1434], [-2.2576, 1.1209, 1.1404], [0.9386, -1.2002, -2.2219], [-1.3568, -1.7241, -0.0184], [-3.0222, -0.5096, 1.4763], [-3.3703, -0.4832, 2.5254], [-3.9102, -0.4866, 0.8383], [-2.3772, -1.8576, 1.1170], [-1.9497, -2.3376, 2.0073], [-3.1471, -2.5774, 0.7573], [-0.7021, -3.0152, -0.5127], [-1.5250, -3.7312, -0.7019], [-0.1009, -3.5051, 0.2749], [0.1303, -2.7695, -1.7948], [-0.6214, -2.8824, -2.5800], [0.8781, -3.5716, -1.9219], [2.7338, -1.5444, -1.9186], [3.6045, -0.2778, -1.8744], [4.5014, -0.4811, -1.2656], [3.1034, 0.5911, -1.4198], [3.9497, 0.0170, -2.8777], [0.6915, -0.8818, -4.0214], [1.4789, 0.3436, -4.5293], [1.1481, 0.5878, -5.5520], [2.5592, 0.1367, -4.5800], [1.3124, 1.2349, -3.9080], [-3.5356, 2.2829, 0.4883], [-3.0081, 3.7239, 0.3282], [-3.7383, 4.3232, -0.2387], [-2.0586, 3.7604, -0.2249], [-2.8741, 4.2200, 1.3015], [-1.6831, 1.6835, 2.8075], [-0.6261, 2.7987, 2.7524], [-0.2347, 2.9672, 3.7704], [-1.0535, 3.7498, 2.3986], [0.2372, 2.5445, 2.1151], [0.7153, 2.5964, -1.2844], [0.9098, -2.0924, -4.9255], [1.9705, -2.3616, -4.9900], [0.3426, -2.9708, -4.5981], [0.5782, -1.8401, -5.9428], [-4.8653, 2.2521, 1.2378], [-5.6059, 2.8417, 0.6785], [-5.2597, 1.2354, 1.3439], [-4.7769, 2.7016, 2.2338], [-2.8164, 2.0519, 3.7645], [-2.4012, 2.1279, 4.7799], [-3.2542, 3.0309, 3.5291], [-3.6130, 1.2993, 3.7988], [3.3484, -2.6047, -2.8347], [3.5990, -2.2069, -3.8280], [4.2916, -2.9445, -2.3818], [2.7148, -3.4915, -2.9554], [2.7167, -1.9699, -0.8969], [-1.1878, 0.7800, 3.2100], [-0.3782, -0.6115, -4.0693], [-3.7141, 1.9012, -0.5334], [1.0462, 3.6128, -1.7965], [-2.0235, -1.6612, -0.7651], [-0.2833, 2.0016, -1.6538], [1.8450, -2.4831, 2.7623], [1.1470, -1.1539, 2.9411], [1.4605, -0.1701, 1.9190], [2.8568, 0.2627, 1.9952], [3.0180, 1.7064, 1.5736], [1.5242, -3.0050, 1.8550], [1.5839, -3.1279, 3.6037], [2.9351, -2.3732, 2.7591], [0.0569, -1.2571, 2.9147], [1.4273, -0.7194, 3.9106], [3.1974, 0.1213, 3.0332], [3.4575, -0.4092, 1.3612], [2.5898, 2.3611, 2.3390], [4.0863, 1.9404, 1.5112], [2.5628, 1.9488, 0.6069]], "lowdin_charge": [0.96, 0.94, 0.94, -0.17, -0.33, 0.09, 0.08, -0.23, 0.11, 0.12, -0.23, 0.12, 0.10, -0.34, 0.08, 0.09, -0.55, -0.11, 0.09, 0.05, 0.08, -0.55, -0.09, 0.09, 0.07, 0.07, -0.55, -0.10, 0.09, 0.07, 0.07, -0.56, -0.10, 0.09, 0.07, 0.04, -0.41, -0.11, 0.06, 0.07, 0.09, -0.11, 0.09, 0.07, 0.06, -0.11, 0.09, 0.08, 0.07, -0.11, 0.07, 0.09, 0.07, 0.10, 0.09, 0.11, 0.11, -0.07, 0.09, -0.07, -0.06, -0.25, -0.30, -0.24, -0.07, 0.06, 0.09, 0.08, 0.10, 0.13, 0.13, 0.11, 0.08, 0.09, 0.03], "homo_ha": -0.32610, "orbital_gap_ha": 0.2431, "de_lowest_kcal_mol": 0.0, "total_charge": 1}



{"formula": "C4H7NO2", "method": "ωB97M-V with the def2-TZVPD basis set", "elements": ["O", "C", "C", "C", "N", "C", "O", "H", "H", "H", "H", "H", "H", "H"], "coordinates": [[2.2452, -0.0290, 0.2125], [1.2255, 0.1919, -0.7211], [-0.1603, 0.0512, -0.0973], [-0.5396, -1.1984, 0.6157], [-0.2086, -0.0018, 1.3650], [-1.2758, 0.8194, -0.7261], [-2.3210, 1.0356, -0.1531], [1.9162, 0.3251, 1.0540], [1.3103, 1.1878, -1.1878], [1.3443, -0.5517, -1.5179], [0.2042, -1.9900, 0.6671], [-1.5807, -1.5123, 0.5664], [-1.0671, 0.4587, 1.6683], [-1.0926, 1.2134, -1.7458]], "nbo_charge": [-0.71, -0.05, -0.10, -0.22, -0.58, 0.43, -0.53, 0.49, 0.16, 0.18, 0.21, 0.21, 0.38, 0.12], "homo_ha": -0.37312, "orbital_gap_ha": 0.3960, "de_lowest_kcal_mol": 51.9}



Number 1: energy -10335.8228 Ha. Number 2: energy -3656.0795 Ha. Number 3: energy -475.0499 Ha. Number 4: energy -310.9454 Ha. Number 5: energy -2394.2590 Ha. Number 6: energy -361.7981 Ha.